Record 1
# C4H8O

One molecule with the formula C4H8O in a non-equilibrium geometry (ωB97M-V with the def2-TZVPD basis set, the Open Molecules 2025 dataset).

Values from the calculation:
* orbital gap (spin up / spin down): 8.5672 / 6.3452 eV

Element x y z (Å)
C  0.9730  0.5756  -0.7817
C  -0.3895  0.1603  -0.3643
C  -0.8432  0.6651  1.0093
C  -0.1662  -1.3101  -0.3568
O  0.8770  -1.8800  0.1742
H  1.5118  1.2398  -0.1057
H  1.4970  -1.0765  0.2276
H  1.1445  0.7333  -1.8413
H  -1.1802  0.3507  -1.1056
H  -1.7937  0.2246  1.3310
H  -0.9489  1.7536  0.9575
H  -0.0801  0.4343  1.7613
H  -0.8633  -2.0305  -0.7944

Löwdin atomic charge list, values in e, 8 entries: C -0.04; C -0.49; C -0.07; C -0.14; O 0.03; H 0.05; H 0.12; H 0.04

---

Record 2
# C17H10FN6O9Pb

C17H10FN6O9Pb as an isolated structure (ωB97M-V with the def2-TZVPD basis set, the Open Molecules 2025 dataset).

Values from the calculation:
* orbital gap: 7.5493 eV
* charge: -1

Element x y z (Å)
Pb  -0.0423  -1.9485  0.8940
N  -3.8157  -0.7396  -0.5211
C  -4.4148  -1.9078  -0.8953
C  -4.3147  -2.7448  0.1824
N  -3.6400  -2.1286  1.2048
C  -3.3515  -0.9363  0.7333
C  -2.5366  0.0675  1.4120
N  -1.3185  -0.1412  1.8632
C  -0.8596  1.0578  2.3586
C  -1.8275  1.9979  2.2025
N  -2.8876  1.3507  1.6132
H  -3.3729  -0.0175  -1.1099
H  -4.8373  -2.0478  -1.8747
H  -4.6890  -3.7504  0.2803
H  0.1248  1.1535  2.7839
H  -1.8567  3.0431  2.4509
H  -3.7432  1.7686  1.2921
O  4.7139  1.5347  3.4133
C  3.8461  0.8428  2.9494
C  3.0626  -0.2433  3.6905
O  3.2100  -0.5611  4.8487
C  2.1081  -0.7795  2.7035
C  2.2628  -0.1144  1.4816
O  1.5218  -0.3954  0.4488
C  3.3051  0.8932  1.5263
O  3.6724  1.6296  0.6290
O  1.2339  -1.7023  2.8629
F  4.0550  -1.9003  -2.6839
C  2.9169  -1.3805  -3.1704
C  2.2303  -0.4615  -2.4822
N  1.0713  0.0951  -2.9662
C  0.2743  1.0100  -2.1552
C  -0.9462  0.3311  -1.5254
O  -1.9664  1.0299  -1.3866
O  -0.8108  -0.8795  -1.1761
C  0.5306  -0.3032  -4.1667
O  -0.5189  0.1228  -4.6051
N  1.2868  -1.2358  -4.8549
C  2.4710  -1.8558  -4.4641
O  3.0113  -2.6858  -5.1658
H  2.5412  -0.1170  -1.5046
H  -0.0618  1.8354  -2.7753
H  0.9101  1.3728  -1.3476
H  0.8995  -1.5350  -5.7371

Löwdin atomic charge list, values in e, 8 entries: Pb 1.48; N 0.11; C -0.09; C -0.15; N 0.11; C -0.35; C -0.29; N 0.01

---

Record 3
# C13H11I2O2PS

One molecule with the formula C13H11I2O2PS in a non-equilibrium geometry (ωB97M-V with the def2-TZVPD basis set, the Open Molecules 2025 dataset).

Values from the calculation:
* orbital gap: 6.8620 eV

Element x y z (Å)
C  3.1039  -2.0798  0.7825
C  2.5621  -0.6445  0.8333
I  4.2299  0.6202  1.3816
C  1.9791  -0.2671  -0.5509
I  3.6054  0.2123  -1.9165
C  0.9836  0.8648  -0.4790
C  1.4078  2.1933  -0.4567
C  0.5084  3.2494  -0.4111
C  -0.8520  2.9948  -0.3878
C  -1.2992  1.6803  -0.3678
C  -0.4008  0.6029  -0.4054
C  -0.9661  -0.7671  -0.3569
O  -0.3371  -1.7896  -0.5179
C  -2.4148  -0.8984  -0.0591
P  -3.0842  -2.5434  0.3426
S  -3.9227  -2.5874  2.1072
C  -3.2615  0.1243  -0.0616
C  -2.7807  1.4884  -0.3252
O  -3.5347  2.4067  -0.4760
H  4.1359  -2.0872  0.4597
H  2.5520  -2.6648  0.0511
H  3.0018  -2.5743  1.7413
H  1.8124  -0.5453  1.6066
H  1.5787  -1.1501  -1.0027
H  2.4548  2.4403  -0.4773
H  0.8746  4.2620  -0.4129
H  -1.5752  3.7929  -0.3827
H  -2.0357  -3.4619  0.2634
H  -4.0115  -2.8610  -0.6618
H  -4.3143  -0.0105  0.1402

Löwdin atomic charge list, values in e, 8 entries: C -0.19; C -0.78; I 0.80; C -0.69; I 0.84; C -0.21; C -0.08; C -0.02

---

Record 4
# C32H37LiN2O3PSe2Si

C32H37LiN2O3PSe2Si as an isolated structure in a non-equilibrium geometry (ωB97M-V with the def2-TZVPD basis set, the Open Molecules 2025 dataset).

Values from the calculation:
* orbital gap (spin up / spin down): 3.3642 / 3.3652 eV
* charge: -1

Element x y z (Å)
Li  -14.3026  1.5860  6.4177
C  -17.4884  4.7564  6.8201
N  -16.0885  4.9801  7.0737
C  -15.7063  6.2639  7.6802
C  -15.2090  4.1755  6.4885
O  -15.5429  3.1767  5.7660
C  -13.7208  4.2967  6.6769
O  -13.1569  2.9566  6.6648
C  -11.9993  2.6202  7.3963
C  -11.7864  1.1244  7.3812
O  -12.6039  0.4273  6.6903
N  -10.7737  0.6309  8.1046
C  -10.4702  -0.7882  8.0761
C  -10.1081  1.3730  9.1543
H  -18.0689  5.1090  7.6877
H  -17.6626  3.7252  6.5837
H  -17.8274  5.3895  5.9837
H  -16.5268  6.6267  8.3282
H  -15.4610  6.9786  6.9028
H  -14.8035  6.1624  8.2641
H  -13.4032  4.8418  7.5747
H  -13.3266  4.8732  5.8087
H  -12.0176  3.0472  8.4394
H  -11.1290  3.1768  6.9415
H  -11.4019  -1.3693  7.9016
H  -10.0391  -1.1124  9.0353
H  -9.7849  -1.0551  7.2706
H  -9.7887  2.3805  8.7981
H  -9.2155  0.8046  9.3873
H  -10.7139  1.4733  10.0893
Se  -17.4553  0.0534  6.9936
P  -17.0734  -2.0801  7.1162
Se  -14.9328  -2.3359  7.3723
C  -17.9670  -2.9316  8.4501
C  -17.4531  -4.0895  9.0198
C  -18.1346  -4.6935  10.0990
C  -19.3503  -4.1635  10.5544
C  -19.7947  -2.9521  10.0253
C  -19.1401  -2.3444  8.9556
C  -17.5964  -3.0667  5.6730
C  -18.4345  -2.5341  4.6865
C  -18.7905  -3.3197  3.5976
C  -18.4623  -4.6827  3.5221
C  -17.6843  -5.2164  4.5741
C  -17.2528  -4.4167  5.6303
H  -16.4839  -4.4591  8.7145
H  -17.6927  -5.5827  10.5787
H  -19.8692  -4.5992  11.3933
H  -20.7593  -2.5791  10.3357
H  -19.5206  -1.4398  8.4793
H  -18.7816  -1.5031  4.7632
H  -19.3380  -2.8519  2.7823
H  -18.8507  -5.2855  2.7301
H  -17.4020  -6.2710  4.5821
H  -16.6722  -4.8408  6.4471
C  -19.0912  2.2072  12.0783
C  -18.9469  0.8709  11.7156
C  -17.7803  0.4293  11.1128
C  -16.7731  1.3506  10.7072
C  -16.9099  2.6775  11.1444
C  -18.0501  3.1161  11.8113
Si  -15.2127  0.7799  9.7874
C  -13.9580  0.2971  11.1005
C  -13.5728  1.1955  12.1070
C  -12.7136  0.7677  13.1225
C  -12.2967  -0.5584  13.2319
C  -12.7894  -1.4829  12.3028
C  -13.5928  -1.0690  11.2555
H  -19.9569  2.5309  12.6506
H  -19.7458  0.1445  11.9321
H  -17.6637  -0.6121  10.8975
H  -16.1435  3.4061  10.9181
H  -18.1398  4.1645  12.1664
H  -14.5999  2.1412  8.3041
H  -13.9608  2.2244  12.0664
H  -12.3563  1.5172  13.8274
H  -11.6631  -0.8848  14.0569
H  -12.4640  -2.5327  12.3188
H  -13.9386  -1.7873  10.4930

Löwdin atomic charge list, values in e, 8 entries: Li 0.53; C -0.02; N -0.13; C -0.02; C -0.44; O -0.06; C -0.10; O -0.29

---

Record 5
# C79H173N8O17

C79H173N8O17 as an isolated structure in a non-equilibrium geometry (ωB97M-V with the def2-TZVPD basis set, the Open Molecules 2025 dataset).

Values from the calculation:
* orbital gap: 6.8701 eV
* charge: +3

Element x y z (Å)
C  22.9240  10.4659  20.1952
C  22.1462  11.7759  20.2326
C  21.1582  11.9307  19.0471
C  20.3022  13.2304  18.9794
N  19.0740  13.2596  18.0434
C  18.3602  14.6285  18.1173
C  18.9850  15.4744  17.0186
C  19.3614  14.5046  15.8962
C  19.6009  13.1046  16.5658
C  18.0460  12.0801  18.2282
C  17.5259  12.0424  19.6496
C  16.4456  10.9894  19.8715
H  23.5060  10.3340  21.1074
H  23.6273  10.3712  19.3680
H  22.3395  9.5710  19.9816
H  22.8451  12.6122  20.2454
H  21.6607  11.9220  21.1976
H  20.5307  11.0482  18.9229
H  21.7967  11.8729  18.1656
H  20.8653  14.1059  18.6560
H  19.9980  13.4978  19.9913
H  17.3491  14.3850  17.7909
H  18.4252  15.0808  19.1070
H  18.3346  16.2964  16.7198
H  19.8570  15.9068  17.5094
H  18.5716  14.3307  15.1655
H  20.3025  14.8351  15.4567
H  18.9559  12.3772  16.0729
H  20.6739  12.9204  16.5114
H  18.5119  11.1448  17.9180
H  17.3241  12.3185  17.4471
H  17.1611  13.0002  20.0207
H  18.3331  11.6524  20.2695
H  16.1341  10.9062  20.9127
H  16.8609  9.9971  19.6953
H  15.5266  11.1260  19.3015
C  9.6718  12.0145  26.4116
C  9.1390  13.1890  25.5924
C  10.2037  13.6074  24.4662
C  9.5957  14.6531  23.4963
N  10.5822  15.2379  22.4134
C  11.4161  16.2355  23.1078
C  11.9962  17.0533  21.9388
C  10.8465  17.1194  20.9065
C  9.7978  16.1647  21.4168
C  11.3656  14.0690  21.5916
C  12.6573  13.4915  22.1891
C  13.3422  12.4627  21.2580
H  10.5056  12.3919  27.0036
H  10.0044  11.1427  25.8482
H  8.9262  11.6023  27.0915
H  8.8082  14.0313  26.2001
H  8.2737  12.8372  25.0306
H  10.4495  12.7869  23.7920
H  11.0784  14.0141  24.9738
H  9.1031  15.4175  24.0972
H  8.8204  14.1122  22.9537
H  12.1760  15.7762  23.7401
H  10.7104  16.8079  23.7098
H  12.8924  16.6636  21.4560
H  12.3236  18.0278  22.3009
H  11.2001  16.7743  19.9350
H  10.4871  18.1343  20.7361
H  9.2923  15.4513  20.7658
H  9.1023  16.6731  22.0845
H  11.4917  14.4559  20.5804
H  10.6190  13.2749  21.5925
H  12.4085  13.0444  23.1516
H  13.3474  14.3044  22.4149
H  14.2030  12.0173  21.7566
H  13.7271  12.8873  20.3309
H  12.7018  11.6582  20.8966
C  19.1368  18.9015  18.8343
C  18.2412  19.9706  18.2268
C  18.4326  19.9935  16.6328
C  17.2635  20.7350  15.8947
N  17.1583  20.3991  14.4324
C  15.8886  21.0470  13.8368
C  16.2026  21.4764  12.4107
C  17.7356  21.2145  12.1724
C  18.2201  21.0840  13.6348
C  17.0957  18.8520  14.1404
C  16.1645  17.9404  14.9656
C  16.3571  16.5429  14.4181
H  18.7789  17.8826  18.6865
H  19.1839  18.9537  19.9221
H  20.1569  18.9767  18.4577
H  18.5189  20.9898  18.4957
H  17.2433  19.9599  18.6652
H  18.4686  18.9813  16.2300
H  19.4297  20.4030  16.4711
H  17.0938  21.7992  16.0587
H  16.3586  20.2060  16.1935
H  15.0023  20.4165  13.9080
H  15.5900  21.9109  14.4306
H  15.6111  20.9140  11.6882
H  15.9021  22.4912  12.1503
H  18.0703  20.2939  11.6944
H  18.1600  22.0173  11.5694
H  19.1937  20.6404  13.8433
H  18.2205  22.1123  13.9964
H  18.1154  18.4748  14.2180
H  16.7276  18.8382  13.1146
H  15.1336  18.2624  14.8182
H  16.4090  17.9730  16.0273
H  17.4098  16.3150  14.2509
H  15.8915  16.3996  13.4430
H  16.0023  15.8156  15.1483
C  16.7954  17.4257  33.9217
C  15.9473  17.7722  32.7434
C  16.6756  18.4342  31.5181
C  15.7306  18.6554  30.3064
N  16.3589  19.3215  28.9859
C  16.8016  20.7621  29.2204
C  15.6495  21.6215  29.1671
C  14.5315  20.8353  28.4566
C  15.1365  19.4936  28.1044
C  17.5027  18.4639  28.3281
C  17.0039  17.1301  27.6788
C  18.1358  16.4729  26.9701
H  16.2401  16.9147  34.7082
H  17.2112  18.3195  34.3869
H  17.6343  16.7598  33.7195
H  15.1383  18.4314  33.0583
H  15.4547  16.8602  32.4062
H  17.5036  17.8401  31.1314
H  17.1185  19.3621  31.8801
H  14.9203  19.3313  30.5795
H  15.2704  17.7309  29.9576
H  17.5232  20.8708  28.4107
H  17.3369  20.8403  30.1667
H  15.7554  22.5342  28.5807
H  15.3409  21.9346  30.1645
H  14.1757  21.3751  27.5790
H  13.6536  20.6949  29.0871
H  15.3883  19.6635  27.0576
H  14.4059  18.6848  28.1190
H  18.3325  18.3182  29.0196
H  17.8206  19.0460  27.4631
H  16.1706  17.2689  26.9900
H  16.6960  16.4139  28.4407
H  19.0978  16.5224  27.4802
H  18.3077  16.8588  25.9653
H  17.8702  15.4190  26.8882
C  23.9472  15.9835  24.6262
C  23.0975  16.3694  25.8134
C  21.9540  17.3627  25.5503
C  22.4986  18.7466  25.2542
N  21.4351  19.8450  24.7689
C  22.2173  20.9753  24.0287
C  21.1203  21.6851  23.1663
C  20.2497  20.5681  22.8035
C  20.5851  19.2867  23.5649
C  20.5325  20.2935  25.9844
C  21.2760  20.8278  27.1670
C  20.2420  21.1998  28.2741
H  24.8211  15.3391  24.7218
H  24.4648  16.8767  24.2764
H  23.2623  15.6981  23.8278
H  23.7722  16.6484  26.6228
H  22.5026  15.5366  26.1884
H  21.4642  17.6012  26.4944
H  21.2892  16.9509  24.7909
H  23.1766  18.6282  24.4090
H  23.0084  19.2020  26.1032
H  22.6832  21.6068  24.7853
H  22.9585  20.5139  23.3762
H  20.6284  22.4909  23.7111
H  21.6147  22.1158  22.2956
H  19.2591  20.8357  23.1713
H  20.2190  20.3219  21.7421
H  19.7269  18.6867  23.8676
H  21.2812  18.7072  22.9586
H  20.0207  19.3690  26.2518
H  19.8990  21.0075  25.4581
H  21.8300  21.7024  26.8261
H  21.8958  20.0359  27.5877
H  20.5777  21.8078  29.1142
H  19.8568  20.3006  28.7550
H  19.5575  21.8658  27.7486
C  18.0387  27.9714  17.0238
C  17.5889  27.7262  18.4596
C  16.4183  26.6908  18.6691
C  16.8971  25.2025  18.5731
N  15.8589  24.1698  19.0535
C  15.4129  24.4113  20.4996
C  15.4270  23.0478  21.1324
C  16.6806  22.3693  20.5096
C  16.5813  22.8054  19.0709
C  14.6860  24.2448  17.9741
C  13.5770  23.2590  18.2752
C  12.3921  23.3851  17.3504
H  18.6552  27.1234  16.7256
H  18.8469  28.6969  16.9306
H  17.2468  27.9846  16.2750
H  17.4267  28.7129  18.8934
H  18.3945  27.2836  19.0455
H  15.7615  27.0511  17.8774
H  15.8193  26.9177  19.5510
H  17.6876  25.0853  19.3143
H  17.1728  24.9172  17.5578
H  14.4574  24.9359  20.5058
H  16.1258  25.0638  21.0037
H  14.5901  22.3576  21.0259
H  15.6934  23.1382  22.1854
H  16.6504  21.2811  20.5640
H  17.6238  22.6980  20.9458
H  16.1354  22.0556  18.4174
H  17.6273  22.9895  18.8259
H  15.1563  24.0851  17.0039
H  14.2763  25.2510  18.0621
H  13.0651  23.4439  19.2196
H  13.9158  22.2232  18.2982
H  11.7677  22.4996  17.4689
H  12.7454  23.3904  16.3193
H  11.7818  24.2770  17.4923
C  9.8912  23.0729  19.4712
C  10.3998  21.6978  20.0054
C  10.8186  21.7631  21.5014
O  11.6989  20.6821  21.9692
C  11.6151  20.6358  23.3869
N  9.4022  20.6117  19.7901
H  8.5022  20.9659  19.4992
H  9.6777  20.0134  19.0245
H  9.2897  20.0476  20.6203
H  10.6692  23.8100  19.6698
H  8.9504  23.4322  19.8883
H  9.6997  22.9965  18.4008
H  11.2396  21.3097  19.4290
H  9.9071  21.8912  22.0854
H  11.4594  22.6352  21.6312
H  11.5875  21.6311  23.8304
H  12.4971  20.1739  23.8307
H  10.7066  20.0930  23.6476
C  15.9571  16.3104  21.2566
C  16.3807  17.7211  21.7789
C  15.3919  18.9113  21.5766
O  15.3376  19.2643  20.2026
C  14.0507  19.3523  19.5124
N  16.7309  17.6028  23.3065
H  16.0575  16.9761  23.7236
H  17.6029  17.0985  23.3798
H  16.8279  18.3674  23.9592
H  15.6418  16.3788  20.2155
H  15.1225  15.7655  21.6976
H  16.7992  15.6329  21.1151
H  17.4143  17.8912  21.4774
H  15.7437  19.8361  22.0339
H  14.4324  18.8998  22.0936
H  13.4180  20.0574  20.0516
H  13.4934  18.4161  19.5435
H  14.1402  19.6399  18.4649
O  17.3752  21.8685  25.7257
C  16.8201  20.9723  24.9453
O  16.0417  21.3957  24.0916
O  17.1745  19.7746  24.9928
H  16.7447  22.3489  25.1842
O  13.7456  15.3506  26.5220
C  14.1689  16.0959  25.5046
O  13.5720  17.1331  25.2048
O  15.1371  15.5992  25.0079
H  14.4411  14.7163  26.3336
O  12.1009  19.1948  15.9911
C  11.1248  19.3879  16.8861
O  11.0106  18.6892  17.8500
O  10.2746  20.2703  16.6637
H  12.5616  18.4782  16.4336
O  19.2310  15.9965  23.3910
C  19.9835  15.9990  22.2793
O  20.6112  14.9211  22.0757
O  19.9123  17.0061  21.5923
H  19.6743  15.1685  23.5894
O  13.2390  16.0335  18.6756
C  13.9438  15.8513  17.6342
O  13.4154  16.4116  16.6790
O  15.0434  15.3093  17.5624
H  12.5704  16.3872  18.0845

Löwdin atomic charge list, values in e, 8 entries: C -0.11; C -0.24; C -0.17; C -0.09; N -0.17; C -0.08; C -0.16; C -0.13